(1)
C10H34F2N2O9S2 | ωB97M-V/def2-TZVPD

**Total charge**: 0
**Total energy**: -2184.06477 hartree
**HOMO-LUMO gap**: 0.358 hartree
**Strongest force on any atom**: 9.27 eV/A

Geometry as XYZ:
```
59
Properties=species:S:1:pos:R:3:mulliken_charge:R:1
N -17.46 -2.29 -29.50 0.42
H -17.62 -2.46 -30.48 -0.05
H -17.16 -3.19 -29.16 0.22
H -18.27 -1.92 -29.04 0.53
H -16.70 -1.61 -29.47 0.48
N -19.49 -1.21 -28.32 -0.36
S -19.09 -0.80 -26.74 1.01
O -19.72 -1.45 -25.63 -0.55
O -18.74 0.61 -26.58 -0.58
F -17.62 -1.54 -26.72 -0.30
S -20.69 -0.24 -28.43 0.84
O -20.46 1.16 -28.83 -0.60
O -21.86 -0.51 -27.64 -0.57
F -21.25 -0.92 -29.85 -0.33
C -14.83 -5.41 -31.05 -0.38
C -15.16 -5.71 -32.57 -0.46
O -15.09 -4.53 -33.31 -0.58
H -13.78 -5.13 -30.92 0.31
H -15.08 -6.33 -30.51 0.29
H -15.36 -4.55 -30.65 -0.12
H -16.18 -6.05 -32.74 0.23
H -14.44 -6.40 -33.02 0.45
H -14.79 -4.70 -34.20 0.29
C -19.38 -2.66 -32.13 -1.47
C -18.15 -3.20 -32.87 -0.05
O -17.01 -3.06 -32.05 -0.58
H -19.62 -3.15 -31.19 0.30
H -20.26 -2.72 -32.77 0.50
H -19.34 -1.60 -31.90 0.35
H -18.11 -2.58 -33.77 0.29
H -18.29 -4.26 -33.09 0.28
H -16.26 -3.39 -32.55 0.22
C -22.07 -4.17 -29.03 -0.73
C -21.19 -4.14 -27.77 -0.34
O -19.86 -3.86 -28.23 -0.30
H -21.91 -3.22 -29.54 0.03
H -23.13 -4.36 -28.85 0.38
H -21.63 -4.98 -29.62 0.23
H -21.35 -4.99 -27.10 0.41
H -21.54 -3.25 -27.25 0.21
H -19.82 -2.90 -28.20 0.23
C -14.62 -4.30 -27.14 -0.93
C -16.06 -4.74 -26.92 -0.30
O -16.76 -4.63 -28.15 -0.45
H -14.07 -4.30 -26.20 0.39
H -14.60 -3.30 -27.56 0.12
H -14.09 -4.93 -27.85 0.25
H -16.53 -4.14 -26.14 0.20
H -16.07 -5.80 -26.69 0.41
H -17.08 -5.52 -28.26 0.21
C -12.81 -1.05 -30.52 -1.10
C -14.34 -0.77 -30.67 -0.03
O -15.02 -0.95 -29.43 -0.48
H -12.40 -0.48 -29.68 0.33
H -12.20 -0.51 -31.25 0.40
H -12.52 -2.09 -30.35 0.23
H -14.73 -1.41 -31.46 0.06
H -14.51 0.20 -31.12 0.31
H -14.76 -0.23 -28.85 0.24
```

(2)
C10H34N2O7 | ωB97M-V/def2-TZVPD

**Total charge**: 0
**Total energy**: -1037.43812 hartree
**HOMO-LUMO gap**: 0.335 hartree
**Energy relative to the best compared isomer or geometry (same formula, charge and spin)**: 111.5 kcal/mol
**Strongest force on any atom**: 10.24 eV/A
**SMILES**: NC(N)=O.CCO.CCO.CCO.CO.CO.CO

Geometry as XYZ:
```
53
Properties=species:S:1:pos:R:3:mulliken_charge:R:1
N -1.58 -0.58 3.02 -0.30
C -2.80 -0.32 2.69 0.35
N -3.54 -1.30 2.97 -0.33
O -3.15 0.98 2.15 -0.70
H -0.83 0.07 2.74 0.47
H -1.29 -1.34 3.57 0.22
H -4.47 -1.21 2.54 0.30
H -3.22 -2.28 2.93 0.29
C -2.79 -0.41 -2.35 -1.26
C -2.80 0.12 -0.93 1.02
O -3.30 1.42 -0.88 -0.58
H -1.95 -0.04 -2.90 0.15
H -3.78 -0.14 -2.85 0.38
H -2.80 -1.55 -2.35 0.32
H -1.80 0.10 -0.54 -0.42
H -3.33 -0.54 -0.20 0.11
H -3.60 1.48 0.02 0.35
C -0.09 -2.50 -1.23 -0.76
C -0.03 -1.88 0.20 0.79
O -1.28 -2.21 0.79 -0.60
H 0.82 -2.56 -1.87 0.27
H -0.83 -1.93 -1.79 -0.24
H -0.42 -3.58 -1.18 0.31
H 0.02 -0.83 0.07 -0.30
H 0.84 -2.31 0.74 0.21
H -1.42 -1.60 1.54 0.37
C 0.97 3.73 0.15 -1.22
C 1.89 2.64 -0.58 -0.27
O 1.04 1.49 -0.50 -0.34
H 0.21 4.10 -0.54 0.31
H 1.67 4.55 0.28 0.41
H 0.52 3.42 1.11 0.41
H 2.75 2.46 0.04 0.24
H 2.25 2.91 -1.59 0.35
H 1.68 0.72 -0.63 0.21
C 1.38 1.03 2.98 -0.72
O 0.29 1.05 2.07 -0.61
H 1.54 1.97 3.54 0.28
H 2.32 0.90 2.42 0.17
H 1.42 0.24 3.72 0.36
H 0.50 1.49 1.22 0.12
C 1.23 -0.08 -3.62 -0.26
O 1.95 0.38 -4.73 -0.56
H 0.68 0.68 -3.02 0.11
H 1.87 -0.51 -2.87 0.09
H 0.41 -0.74 -3.84 0.32
H 2.55 1.05 -4.42 0.31
C 3.48 -1.78 0.19 -0.88
O 2.75 -0.58 0.22 -0.34
H 3.23 -2.38 1.07 0.29
H 4.54 -1.46 0.22 0.36
H 3.20 -2.20 -0.78 0.25
H 3.07 -0.10 1.00 0.15
```

(3)
C10H34O10 | ωB97M-V/def2-TZVPD

**Total charge**: 0
**Total energy**: -1153.67537 hartree
**HOMO-LUMO gap**: 0.369 hartree
**Energy relative to the best compared isomer or geometry (same formula, charge and spin)**: 8.4 kcal/mol
**Strongest force on any atom**: 1.61 eV/A
**SMILES**: OCCO.OCCO.OCCO.CO.CO.CO.CO

Geometry as XYZ:
```
54
Properties=species:S:1:pos:R:3:mulliken_charge:R:1
O -0.25 -1.03 -0.38 -0.49
C -0.81 0.27 -0.37 -0.09
C -0.87 0.74 1.05 -0.53
O 0.49 0.92 1.51 -0.46
H -0.05 -1.25 -1.30 0.29
H -0.18 0.92 -0.99 0.20
H -1.82 0.26 -0.81 0.14
H -1.34 -0.01 1.69 0.26
H -1.40 1.68 1.16 0.47
H 0.94 0.15 1.14 0.18
O -6.68 -1.52 -0.91 -0.54
C -5.81 -2.32 -0.08 -0.55
C -4.34 -2.04 -0.34 -0.04
O -3.71 -2.99 -1.22 -0.54
H -6.80 -1.96 -1.76 0.30
H -6.06 -2.06 0.95 0.32
H -6.10 -3.36 -0.21 0.28
H -3.83 -2.21 0.61 0.28
H -4.17 -1.05 -0.75 0.17
H -3.91 -2.75 -2.13 0.32
O 2.96 4.15 -1.06 -0.57
C 2.40 2.88 -0.70 0.04
C 3.11 1.83 -1.53 -0.47
O 2.62 0.54 -1.33 -0.50
H 2.29 4.82 -0.92 0.34
H 2.46 2.74 0.38 0.20
H 1.32 2.81 -0.91 0.10
H 4.18 1.91 -1.29 0.27
H 3.03 2.14 -2.58 0.36
H 2.58 0.40 -0.37 0.28
C 2.51 -3.64 0.67 -0.40
O 3.01 -3.01 1.83 -0.55
H 1.89 -2.91 0.15 0.09
H 3.31 -4.03 0.04 0.28
H 1.84 -4.46 0.92 0.26
H 3.78 -3.47 2.17 0.28
C 0.64 3.65 3.62 -0.65
O 1.75 2.87 3.16 -0.48
H -0.23 3.02 3.79 0.27
H 0.95 4.12 4.56 0.25
H 0.41 4.46 2.91 0.23
H 1.37 2.13 2.67 0.48
C -2.80 -0.31 -4.03 -0.47
O -2.85 -1.67 -3.57 -0.44
H -2.16 -0.29 -4.91 0.31
H -3.77 0.12 -4.27 0.26
H -2.33 0.28 -3.24 0.09
H -1.99 -2.07 -3.73 0.25
C 4.30 0.37 1.86 -0.72
O 3.14 -0.25 1.34 -0.48
H 4.90 -0.30 2.47 0.34
H 4.97 0.67 1.04 0.25
H 4.03 1.30 2.36 0.20
H 3.10 -1.18 1.59 0.34
```

(4)
C10H35FN13O7Sr | ωB97M-V/def2-TZVPD

**Total charge**: +1
**Total energy**: -1771.36033 hartree
**HOMO-LUMO gap**: 0.337 hartree
**Energy relative to the best compared isomer or geometry (same formula, charge and spin)**: 0.0 kcal/mol
**Strongest force on any atom**: 1.88 eV/A

Geometry as XYZ:
```
67
Properties=species:S:1:pos:R:3:mulliken_charge:R:1
Sr 0.26 0.28 0.99 1.90
F -0.47 0.18 3.32 -1.01
C -3.51 -3.07 -0.21 -1.49
C -2.23 -2.22 -0.49 0.33
C -2.59 -1.33 -1.67 -0.16
O -3.15 -1.95 -2.79 -0.47
C -2.25 -2.67 -3.62 -0.51
N -1.89 -1.38 0.67 0.02
H -3.46 -3.60 0.74 0.45
H -3.57 -3.75 -1.05 0.36
H -4.38 -2.41 -0.14 0.35
H -1.37 -2.85 -0.70 -0.03
H -1.77 -0.63 -1.90 0.19
H -3.33 -0.56 -1.43 0.10
H -2.16 -2.17 -4.59 0.26
H -2.64 -3.65 -3.91 0.27
H -1.32 -2.79 -3.08 0.11
H -1.79 -2.00 1.47 0.11
H -2.74 -0.86 0.89 0.18
C 1.32 -2.06 -1.74 0.22
O 1.00 -1.27 -0.85 0.01
N 1.96 -3.22 -1.48 -0.46
N 1.13 -1.85 -3.06 -0.32
H 2.17 -3.92 -2.16 0.16
H 2.20 -3.43 -0.52 0.19
H 0.54 -1.15 -3.47 0.21
H 1.60 -2.48 -3.68 0.15
C -2.93 2.13 0.33 0.39
O -1.95 1.39 0.34 -0.45
N -3.99 1.99 -0.53 -0.41
N -3.14 3.11 1.25 -0.44
H -3.80 1.58 -1.43 0.28
H -4.85 2.46 -0.36 0.16
H -2.58 3.11 2.09 0.27
H -4.04 3.54 1.27 0.15
C 0.37 4.05 1.79 0.28
O 0.47 2.86 1.55 -0.44
N -0.47 4.88 1.07 -0.44
N 0.94 4.65 2.85 -0.44
H -0.89 5.62 1.60 0.24
H -1.08 4.43 0.41 0.25
H 1.48 4.10 3.49 0.25
H 0.81 5.63 3.04 0.16
C 3.90 0.04 0.97 0.50
O 2.83 0.32 1.50 -0.46
N 5.09 0.01 1.64 -0.45
N 4.00 -0.33 -0.33 -0.27
H 5.89 -0.28 1.12 0.14
H 5.19 0.47 2.53 0.26
H 3.18 -0.18 -0.90 0.16
H 4.90 -0.38 -0.76 0.18
C 1.32 -2.59 2.87 0.34
O 0.81 -2.25 1.80 -0.29
N 2.04 -3.74 3.01 -0.43
N 1.18 -1.87 4.01 -0.28
H 2.13 -4.16 3.92 0.16
H 2.24 -4.35 2.25 0.19
H 0.59 -1.04 3.89 0.32
H 1.56 -2.14 4.89 0.13
C 1.38 2.61 -1.71 0.48
O 1.20 1.68 -0.91 -0.37
N 1.29 2.37 -3.05 -0.45
N 1.62 3.90 -1.41 -0.41
H 1.09 1.43 -3.31 0.17
H 1.61 3.05 -3.71 0.18
H 1.66 4.58 -2.14 0.19
H 1.40 4.16 -0.47 0.09
```

(5)
C10H35Hg2O10 | ωB97M-V/def2-TZVPD

**Total charge**: +3
**Total energy**: -1459.84297 hartree
**HOMO-LUMO gap**: 0.066 hartree
**Energy relative to the best compared isomer or geometry (same formula, charge and spin)**: 0.0 kcal/mol
**Strongest force on any atom**: 1.92 eV/A

Geometry as XYZ:
```
57
Properties=species:S:1:pos:R:3:mulliken_charge:R:1
Hg -13.06 -4.91 19.76 1.49
Hg -10.76 -7.75 17.82 1.31
C -14.70 -8.88 19.75 -0.46
C -13.98 -7.56 19.59 0.64
O -12.80 -7.53 19.12 -0.56
O -14.55 -6.57 20.14 -1.01
H -14.22 -9.42 20.57 0.05
H -14.58 -9.40 18.80 0.48
H -15.76 -8.83 19.98 0.14
C -17.52 -11.31 22.04 -0.22
O -17.97 -12.47 21.33 -0.46
H -17.07 -11.62 22.98 0.32
H -16.78 -10.88 21.36 -0.12
H -18.35 -10.61 22.17 0.32
H -17.95 -13.24 21.91 0.33
C -15.96 -8.04 23.49 -0.47
O -16.53 -7.46 22.33 -0.36
H -15.31 -8.89 23.24 0.15
H -15.36 -7.30 24.02 0.24
H -16.69 -8.39 24.21 0.31
H -15.83 -7.19 21.73 0.02
C -13.87 -4.80 22.89 -0.38
O -12.73 -4.52 22.02 -0.50
H -14.00 -4.11 23.72 0.38
H -14.75 -4.69 22.26 0.13
H -13.82 -5.82 23.25 0.25
H -11.97 -4.54 22.62 0.31
C -18.55 -7.54 18.99 -0.22
O -17.94 -8.37 18.00 -0.46
H -17.71 -7.20 19.61 -0.06
H -19.01 -6.68 18.50 0.30
H -19.31 -8.07 19.56 0.25
H -17.11 -7.98 17.74 0.29
C -16.20 -3.59 20.18 -0.52
O -14.78 -3.36 19.99 -0.43
H -16.42 -4.65 20.29 0.16
H -16.47 -3.01 21.06 0.35
H -16.80 -3.33 19.31 0.30
H -14.54 -2.44 20.13 0.30
C -13.69 -12.36 22.28 0.04
O -12.61 -12.55 23.18 -0.51
H -13.74 -13.17 21.56 0.24
H -14.61 -12.36 22.87 0.31
H -13.57 -11.44 21.70 -0.30
H -12.52 -11.74 23.69 0.30
C -15.30 -12.73 18.53 -0.20
O -14.00 -13.32 18.59 -0.46
H -15.35 -12.03 19.38 -0.06
H -15.41 -12.06 17.67 0.22
H -15.99 -13.56 18.50 0.35
H -14.04 -14.24 18.89 0.35
C -10.56 -9.82 20.32 -0.44
O -10.13 -9.68 18.92 -0.49
H -10.84 -8.84 20.69 0.15
H -11.37 -10.55 20.39 0.25
H -9.80 -10.23 20.99 0.37
H -9.42 -10.35 18.90 0.34
```

(6)
C10H35N10NiO11 | ωB97M-V/def2-TZVPD

**Total charge**: +1
**Spin multiplicity**: 3
**Total energy**: -3285.54762 hartree
**HOMO-LUMO gap (alpha / beta)**: 0.316 / 0.271 hartree
**Energy relative to the best compared isomer or geometry (same formula, charge and spin)**: 0.0 kcal/mol
**Strongest force on any atom**: 2.28 eV/A

Geometry as XYZ:
```
67
Properties=species:S:1:pos:R:3:mulliken_spin:R:1
Ni -3.05 1.66 0.84 1.83
O -0.15 0.90 -1.55 0.00
C -0.09 1.37 -0.26 0.02
O 1.00 1.46 0.29 0.01
O -1.18 1.74 0.26 0.05
H 0.79 0.78 -1.78 0.00
C 4.13 0.74 -0.34 0.00
O 3.46 0.09 0.72 0.00
H 3.66 0.57 -1.31 0.00
H 4.09 1.83 -0.19 0.00
H 5.17 0.43 -0.30 0.00
H 2.60 0.47 0.94 0.00
C -0.19 -2.70 -2.83 0.00
O -1.18 -3.75 -2.72 0.00
H 0.61 -3.04 -2.18 0.00
H 0.18 -2.77 -3.86 0.00
H -0.51 -1.67 -2.68 0.00
H -2.07 -3.40 -2.70 0.00
C -4.04 0.79 -1.96 0.01
O -3.94 1.48 -0.93 0.02
N -2.96 0.27 -2.58 0.00
N -5.25 0.49 -2.48 0.00
H -3.11 -0.13 -3.49 0.00
H -2.01 0.54 -2.32 0.00
H -5.39 -0.27 -3.13 0.00
H -6.05 0.85 -1.99 0.00
C 3.08 3.14 3.50 0.00
O 3.09 3.65 4.61 0.00
N 4.05 2.29 3.04 0.00
N 2.11 3.45 2.57 0.00
H 4.90 2.25 3.57 0.00
H 3.95 1.89 2.12 0.00
H 1.36 4.05 2.85 0.00
H 2.04 2.96 1.69 0.00
C -2.65 -1.47 1.01 0.01
O -3.07 -0.30 1.07 0.03
N -2.29 -2.15 2.12 0.00
N -2.49 -2.10 -0.17 0.00
H -1.68 -2.96 2.08 0.00
H -2.42 -1.70 3.00 0.00
H -2.83 -1.62 -0.99 0.00
H -2.14 -3.04 -0.24 0.00
C -1.69 1.61 3.79 0.00
O -2.27 1.84 2.73 0.01
N -2.31 1.55 5.00 0.00
N -0.34 1.40 3.79 0.00
H -1.72 1.48 5.81 0.00
H -3.30 1.57 5.10 0.00
H 0.11 0.90 4.54 0.00
H 0.10 1.60 2.91 0.00
C 1.46 -0.25 -4.89 0.00
O 1.67 -1.29 -5.46 0.00
N 0.38 0.57 -5.21 0.00
N 2.22 0.24 -3.83 0.00
H -0.04 1.14 -4.49 0.00
H -0.06 0.40 -6.09 0.00
H 2.13 1.23 -3.70 0.00
H 3.13 -0.18 -3.79 0.00
C 0.84 -1.93 0.40 0.00
C 1.70 -2.74 1.33 0.00
O 0.98 -3.04 2.54 0.00
H 0.41 -1.05 0.91 0.00
H -0.05 -2.44 0.06 0.00
H 1.37 -1.51 -0.45 0.00
H 2.60 -2.19 1.61 0.00
H 2.06 -3.67 0.91 0.00
H 1.09 -2.35 3.19 0.00
```

(7)
C10H36BCl3CrMgO10S2 | ωB97M-V/def2-TZVPD

**Total charge**: 0
**Spin multiplicity**: 5
**Total energy**: -4601.48820 hartree
**HOMO-LUMO gap (alpha / beta)**: 0.285 / 0.280 hartree
**Energy relative to the best compared isomer or geometry (same formula, charge and spin)**: 0.0 kcal/mol
**Strongest force on any atom**: 1.59 eV/A

Geometry as XYZ:
```
64
Properties=species:S:1:pos:R:3:mulliken_spin:R:1
Cr 2.74 0.01 1.09 4.01
Mg -1.86 0.20 0.49 -0.02
Cl -3.31 -0.46 -1.15 0.00
Cl 3.78 -0.51 -0.98 -0.01
Cl -2.77 1.33 2.27 0.00
B 0.34 -0.23 0.41 -0.03
H -0.17 0.52 1.18 0.01
H 1.18 0.35 -0.21 0.03
H 0.89 -1.09 1.04 0.03
H -0.46 -0.71 -0.31 0.00
O -0.77 2.31 -3.04 0.00
S -1.32 2.79 -1.82 0.00
O -1.34 1.97 -0.66 0.00
O -0.56 4.11 -1.40 0.00
C 0.10 4.83 -2.47 0.00
C 0.57 6.16 -1.91 0.00
C -2.95 3.37 -2.12 0.00
H -0.55 4.96 -3.33 0.00
H 0.96 4.25 -2.81 0.00
H 0.92 6.77 -2.74 0.00
H 1.39 6.06 -1.21 0.00
H -0.25 6.70 -1.43 0.00
H -3.48 2.57 -2.62 0.00
H -2.82 4.25 -2.76 0.00
H -3.42 3.67 -1.18 0.00
O -1.52 -2.95 3.57 0.00
S -2.05 -2.90 2.25 0.00
O -1.96 -1.70 1.47 0.00
O -1.30 -4.01 1.41 0.00
C -1.39 -3.88 -0.05 0.00
C -0.75 -5.11 -0.63 0.00
C -3.73 -3.47 2.24 0.00
H -0.79 -3.00 -0.29 0.00
H -2.41 -3.73 -0.40 0.00
H -0.67 -5.02 -1.71 0.00
H -1.35 -6.00 -0.43 0.00
H 0.25 -5.26 -0.22 0.00
H -4.36 -2.66 1.86 0.00
H -3.97 -3.70 3.27 0.00
H -3.74 -4.35 1.62 0.00
C 0.60 0.00 3.78 -0.01
O 1.76 0.54 3.10 0.00
H 0.91 -0.69 4.56 0.00
H -0.04 0.79 4.17 0.00
H 0.01 -0.59 3.08 0.00
H 2.07 1.29 3.60 0.00
C 2.64 2.81 -0.41 0.01
O 2.56 2.10 0.84 -0.04
H 2.21 2.17 -1.18 0.00
H 2.07 3.73 -0.33 0.00
H 3.67 3.04 -0.67 0.00
H 2.87 2.66 1.56 0.01
C 2.44 -3.20 1.51 0.00
O 2.82 -1.94 2.08 -0.03
H 3.14 -3.98 1.82 0.00
H 1.44 -3.48 1.87 0.00
H 2.41 -3.09 0.43 0.00
H 3.13 -2.06 2.98 0.01
C 0.68 -1.09 -3.21 0.00
O 2.00 -1.45 -3.59 0.00
H 0.00 -1.24 -4.05 0.00
H 0.31 -1.69 -2.37 0.00
H 0.58 -0.04 -2.93 0.00
H 2.59 -1.06 -2.94 0.00
```

(8)
C10H36N14O13S2 | ωB97M-V/def2-TZVPD

**Total charge**: 0
**Total energy**: -2943.85112 hartree
**HOMO-LUMO gap**: 0.351 hartree
**Strongest force on any atom**: 1.68 eV/A

Geometry as XYZ:
```
75
Properties=species:S:1:pos:R:3:mulliken_charge:R:1
C 3.48 -2.88 1.28 -0.73
C 3.32 -4.25 0.64 -0.21
O 1.97 -4.72 0.72 -0.10
O 1.81 -5.26 2.04 -0.29
S 0.45 -4.63 2.74 0.81
O 0.01 -5.68 3.60 -0.56
O -0.58 -4.68 1.44 -0.29
C -1.58 -3.67 1.63 -0.14
S -3.02 -4.02 0.61 0.95
O -2.94 -3.20 -0.56 -0.56
O -4.18 -3.82 1.43 -0.67
H 3.40 -2.11 0.52 0.32
H 2.66 -2.69 1.97 0.06
H 4.40 -2.79 1.85 0.32
H 3.99 -5.00 1.04 0.14
H 3.51 -4.20 -0.43 0.26
H -1.88 -3.60 2.68 0.55
H -1.18 -2.71 1.31 -0.06
H -2.94 -5.32 0.21 0.16
C -0.07 0.12 0.24 0.51
O 0.20 -0.96 0.78 -0.46
N 0.66 1.23 0.50 -0.37
N -1.09 0.27 -0.62 -0.24
H 0.46 2.13 0.08 0.16
H 1.44 1.15 1.14 0.22
H -1.65 -0.55 -0.82 0.17
H -1.32 1.15 -1.06 0.13
C -3.28 3.68 -1.14 0.67
O -2.18 3.14 -1.09 -0.71
N -3.46 5.00 -0.89 -0.32
N -4.41 2.99 -1.48 -0.36
H -4.36 5.45 -0.94 0.16
H -2.65 5.55 -0.64 0.18
H -4.31 2.01 -1.68 0.20
H -5.31 3.42 -1.53 0.18
C -0.22 -4.83 -3.09 0.56
O 0.76 -4.90 -3.80 -0.68
N -1.50 -4.90 -3.60 -0.34
N -0.15 -4.67 -1.73 -0.09
H -2.32 -4.83 -3.03 0.17
H -1.59 -5.01 -4.59 0.21
H 0.75 -4.60 -1.32 0.03
H -0.95 -4.62 -1.14 0.08
C -5.23 7.18 -3.22 0.68
O -5.70 6.64 -2.23 -0.67
N -3.97 6.92 -3.66 -0.29
N -5.94 8.09 -3.95 -0.44
H -3.56 7.35 -4.46 0.17
H -3.42 6.27 -3.12 0.16
H -6.87 8.31 -3.64 0.22
H -5.58 8.55 -4.76 0.15
C 7.24 -5.75 1.12 0.66
O 6.61 -5.23 0.22 -0.60
N 6.68 -6.09 2.32 -0.30
N 8.58 -6.02 1.00 -0.43
H 7.19 -6.52 3.07 0.16
H 5.70 -5.91 2.44 0.19
H 9.02 -5.78 0.14 0.22
H 9.12 -6.45 1.73 0.15
C -0.67 8.05 -1.49 0.56
O -1.41 7.09 -1.39 -0.62
N -0.81 9.17 -0.71 -0.39
N 0.37 8.08 -2.38 -0.38
H -0.20 9.97 -0.77 0.17
H -1.56 9.17 -0.05 0.22
H 0.50 7.27 -2.96 0.22
H 1.00 8.86 -2.47 0.17
C 1.53 -0.18 4.22 0.66
O 2.56 -0.19 3.57 -0.63
N 0.30 -0.34 3.64 -0.24
N 1.53 0.00 5.58 -0.42
H -0.56 -0.32 4.17 0.18
H 0.27 -0.48 2.64 0.06
H 2.42 0.12 6.02 0.23
H 0.69 0.01 6.13 0.15
```

> What is the formula in the first record?

C10H34F2N2O9S2

> total energy of number 7 (C10H36BCl3CrMgO10S2)?

-4601.48820 hartree

> Look up the total charge of the first one.

0